[1]
This record from the OMol25 dataset describes the molecule C3H7N. The level of theory is the ωB97M-V functional and the def2-TZVPD basis.

Geometry (Å):
C  -0.68287  0.04602  1.79139
C  -0.57646  -0.39795  0.59586
N  0.57205  0.11157  -0.11663
C  0.49034  0.15888  -1.58168
H  0.12282  0.67591  2.30069
H  -1.46661  -0.46961  2.43497
H  -1.20050  -0.99184  -0.11095
H  1.36966  0.63327  0.45208
H  -0.19690  0.97603  -1.88985
H  1.49014  0.10422  -2.03124
H  0.07832  -0.84650  -1.84463

Summary:
- Kohn-Sham gap: 9.0806 eV
- Structure (SMILES): C=CNC
- M: 57.1 g/mol

natural (NBO) atomic charge list, values in e, 4 entries: number 1, C, carries -0.500; number 2, C, carries -0.011; number 3, N, carries -0.661; number 4, C, carries -0.413

***

[2]
This record from the OMol25 dataset describes a cluster of 2 separate species, C3H7N in total. The level of theory is the ωB97M-V functional and the def2-TZVPD basis.

Geometry (Å):
C  6.34296  -1.57050  -0.37482
C  5.15008  -1.06443  0.11225
H  6.82806  -2.49600  0.03867
H  6.81062  -1.10420  -1.31407
H  4.79236  -1.74143  0.82904
H  4.85503  -0.23894  -0.38584
C  -5.54908  1.48496  0.68960
N  -6.16654  1.14641  -0.43759
H  -5.84516  1.77182  1.70002
H  -4.44381  1.53730  0.85401
H  -5.49506  1.14636  -1.22092

Summary:
- Kohn-Sham gap: 11.0730 eV
- Structure (SMILES): C=C.C=N
- M: 57.1 g/mol

natural (NBO) atomic charge list, values in e, 4 entries: number 1, C, carries -0.377; number 2, C, carries -0.421; number 3, H, carries 0.193; number 4, H, carries 0.188

***

[3]
This record from the OMol25 dataset describes a cluster of 2 separate species, C3H7N in total. The level of theory is the ωB97M-V functional and the def2-TZVPD basis.

Geometry (Å):
C  -0.54233  1.31984  -2.57939
C  -0.95526  1.93429  -3.52898
H  -0.17540  0.58497  -1.80002
H  -1.56173  2.47273  -4.27417
C  0.48981  -1.74022  2.00437
N  0.58760  -0.69118  2.80915
H  0.31650  -1.38945  1.02170
H  1.25357  -2.60975  1.98208
H  -0.38712  -2.42793  2.18649
H  1.32905  -0.87175  3.66283
H  1.15867  -0.00407  2.18104

Summary:
- Kohn-Sham gap: 10.0766 eV
- Structure (SMILES): C#C.CN
- M: 57.1 g/mol

natural (NBO) atomic charge list, values in e, 4 entries: number 1, C, carries -0.250; number 2, C, carries -0.250; number 3, H, carries 0.252; number 4, H, carries 0.247

***

[4]
This record from the OMol25 dataset describes a cluster of 2 separate species, C3H7N2 in total. The level of theory is the ωB97M-V functional and the def2-TZVPD basis.

Geometry (Å):
C  0.17167  1.80901  0.35267
C  -0.39898  -0.66243  0.48641
C  0.56669  0.45035  0.53189
N  0.02366  -2.88500  -2.50999
N  -0.04394  -2.35254  -1.54126
H  0.95129  2.43021  0.78175
H  -0.80714  2.02570  0.85434
H  0.02120  1.90153  -0.74150
H  -1.39233  -0.42107  0.88438
H  -0.62568  -0.90982  -0.65737
H  -0.08766  -1.65806  0.75503
H  1.62121  0.27213  0.80365

Summary:
- Net charge: +1
- Kohn-Sham gap: 10.6650 eV
- M: 71.1 g/mol

natural (NBO) atomic charge list, values in e, 4 entries: number 1, C, carries -0.762; number 2, C, carries -0.787; number 3, C, carries 0.417; number 4, N, carries 0.133

***

[5]
This record from the OMol25 dataset describes the ion C3H7N2 with charge +1. The level of theory is the ωB97M-V functional and the def2-TZVPD basis.

Geometry (Å):
N  1.73917  -0.20916  0.22683
C  0.53984  -0.09175  -0.47129
C  -0.96574  -1.15793  -0.07347
N  -1.48879  -0.01097  0.18497
C  -0.43148  0.95301  -0.03028
H  1.96430  -1.26102  0.24439
H  1.59981  0.15477  1.07557
H  0.71030  -0.30361  -1.58399
H  -1.27747  -2.14496  0.02434
H  -2.53972  0.25313  0.44442
H  -0.15617  1.66602  0.73960
H  -0.51741  1.51822  -0.98722

Summary:
- Net charge: +1
- Kohn-Sham gap: 9.5998 eV
- Structure (SMILES): N[C@H]1C=[NH+]C1
- M: 71.1 g/mol

natural (NBO) atomic charge list, values in e, 4 entries: number 1, N, carries -0.746; number 2, C, carries 0.066; number 3, C, carries 0.200; number 4, N, carries -0.430

***

[6]
This record from the OMol25 dataset describes a cluster of 2 separate species, C3H7N2 in total. The level of theory is the ωB97M-V functional and the def2-TZVPD basis.

Geometry (Å):
C  -3.01754  -0.12844  0.01966
C  -2.15729  0.82996  0.43896
C  -1.59659  -0.36806  -0.08810
N  -0.42956  -0.92706  -0.23336
N  1.85221  0.21211  0.03257
H  -3.98385  -0.40535  -0.47020
H  -2.06812  1.84238  0.80987
H  2.55625  -0.64215  -0.04898
H  0.81809  -0.33006  -0.05106
H  -0.34968  -1.75569  -0.72150
H  1.94581  0.87853  -0.69414
H  1.95506  0.68568  0.85506

Summary:
- Net charge: +1
- Kohn-Sham gap: 11.1714 eV
- M: 71.1 g/mol

natural (NBO) atomic charge list, values in e, 4 entries: number 1, C, carries -0.099; number 2, C, carries -0.122; number 3, C, carries 0.307; number 4, N, carries -0.785

***

[7]
This record from the OMol25 dataset describes a structure of composition C3H7N2. The level of theory is the ωB97M-V functional and the def2-TZVPD basis.

Geometry (Å):
C  -1.33609  -0.76367  -1.15939
C  -1.17815  0.48855  -0.24745
C  0.30915  0.13757  -0.47515
N  -0.12041  -1.16559  -1.00418
N  1.22222  -0.38069  0.57604
H  -2.30248  -1.19136  -1.51762
H  -1.61025  1.43709  -0.60945
H  -1.43693  0.33356  0.81445
H  0.99946  0.73340  -1.20415
H  1.99119  0.15901  0.92730
H  1.51745  -1.24925  0.14709
H  0.73009  -0.38051  1.43714

Summary:
- Net charge: +1
- Kohn-Sham gap: 10.9556 eV
- M: 71.1 g/mol

natural (NBO) atomic charge list, values in e, 4 entries: number 1, C, carries 0.180; number 2, C, carries -0.473; number 3, C, carries 0.054; number 4, N, carries -0.420

***

[8]
This record from the OMol25 dataset describes the ion C3H7N2 with charge +1. The level of theory is the ωB97M-V functional and the def2-TZVPD basis.

Geometry (Å):
C  -1.43495  -0.29938  0.53776
N  -1.36749  0.57706  -0.62016
C  -0.23003  0.02403  -0.17924
C  1.02178  -0.50163  -0.52853
N  1.09927  0.70717  0.37399
H  -1.78399  -1.31210  0.49144
H  -1.36693  0.19996  1.57002
H  -1.72769  0.51072  -1.49196
H  1.46228  -1.41238  -0.01109
H  1.30245  -0.37921  -1.57792
H  1.31076  0.45513  1.38819
H  1.71454  1.43062  0.04751

Summary:
- Net charge: +1
- Kohn-Sham gap: 11.6078 eV
- Structure (SMILES): C1N[C@]12C[NH2+]2
- M: 71.1 g/mol

natural (NBO) atomic charge list, values in e, 4 entries: number 1, C, carries -0.205; number 2, N, carries -0.515; number 3, C, carries 0.272; number 4, C, carries -0.237

***

[9]
This record from the OMol25 dataset describes the ion C3H7N2O with charge +1. The level of theory is the ωB97M-V functional and the def2-TZVPD basis.

Geometry (Å):
O  -1.95351  0.12915  0.64342
C  -0.78996  0.14259  -0.60996
C  0.24753  1.16138  -0.08370
N  1.25174  0.33117  0.51660
C  1.05206  -0.90227  0.24452
N  -0.09231  -1.10886  -0.42182
H  -2.43230  -0.57663  0.30176
H  -1.10616  0.15244  -1.65071
H  0.73096  1.73210  -0.95704
H  -0.09385  1.87184  0.68864
H  1.97501  0.59517  1.14130
H  1.80185  -1.58468  0.56773
H  -0.59105  -1.94340  -0.38073

Summary:
- Net charge: +1
- Kohn-Sham gap: 11.0948 eV
- Structure (SMILES): O[C@H]1CNC=[NH+]1
- M: 87.1 g/mol

natural (NBO) atomic charge list, values in e, 4 entries: number 1, O, carries -0.693; number 2, C, carries 0.208; number 3, C, carries -0.274; number 4, N, carries -0.466

***

[10]
This record from the OMol25 dataset describes a cluster of 2 separate species, C3H7N2O in total. The level of theory is the ωB97M-V functional and the def2-TZVPD basis.

Geometry (Å):
C  0.73326  -1.77740  0.25766
C  -1.76360  0.18502  0.15724
C  1.29310  0.40732  -0.56841
N  -1.65467  1.29591  0.72793
N  0.52296  -0.56456  0.06615
O  -2.22213  -0.60293  -0.48837
H  1.61332  -2.27688  -0.31302
H  0.16610  -2.50763  0.87923
H  2.18302  0.03292  -1.30365
H  1.65974  1.09817  0.20198
H  0.60137  1.05091  -1.22573
H  -0.78234  1.68724  1.01887
H  -2.35013  1.97191  0.59013

Summary:
- Net charge: +1
- Kohn-Sham gap: 9.4960 eV
- M: 87.1 g/mol

natural (NBO) atomic charge list, values in e, 4 entries: number 1, C, carries 0.024; number 2, C, carries 1.007; number 3, C, carries -0.454; number 4, N, carries -0.791

***

Here are the calculated energy above the lowest of the compared OMol25 structures with the same formula, charge and spin numbers, same order: 145.29; 260.49; 337.68; 163.59; 270.91; 205.24; 205.73; 275.78; 192.05; 305.86 (kJ/mol).